Below is one molecule with the formula C3H5BO2, with properties calculated with ωB97M-V/def2-TZVPD.

The value obtained for the HOMO-LUMO gap is 9.25 eV. The value obtained for the highest occupied orbital energy is -9.07 eV. As for the largest force on an atom: 0.0601 Eh/bohr. As for the SMILES: OB(O)C1=CC1. The lowest unoccupied orbital energy is 0.0065 hartree. As for the total charge: 0. The calculation puts the energy above the lowest of the compared OMol25 structures with the same formula, charge and spin at 27.4 kcal per mole.

Each line ends with the natural charge from an NBO analysis.
Element x y z (Å)
B 1.3408 0.0504 -0.1366  1.0937
C -1.4487 0.8964 0.0788  -0.1641
C -0.3449 0.2281 -0.0975  -0.2720
C -1.6292 -0.4896 -0.4483  -0.4379
O 1.8345 -1.1925 0.0215  -0.8790
O 2.0669 1.1792 -0.2713  -0.8804
H -1.9754 1.7619 0.3915  0.2174
H -2.0006 -1.2709 0.2072  0.1733
H -1.8827 -0.6402 -1.4921  0.1727
H 2.7882 -1.2758 0.0632  0.4889
H 3.0213 1.0950 -0.2451  0.4875